No. 1
A structure of composition C58H115F2N14O8S2 in a non-equilibrium geometry. Source: the OMol25 dataset; level of theory: ωB97M-V/def2-TZVPD.

Geometry as ORCA input:
```
! RIJCOSX wB97M-V def2-TZVPD def2/J DEFGRID3
* xyz 5 1
C 0.8135 -3.0396 -2.5450
C 1.2242 -1.6899 -2.0321
N 1.0768 -0.6995 -3.0142
C 0.2470 0.4226 -3.0310
C 0.5475 1.2486 -4.1686
N 1.6524 0.6367 -4.7678
C 1.8661 -0.5787 -4.1341
C 2.4007 1.0726 -5.9434
H 0.5846 -3.7705 -1.7695
H 1.6095 -3.4596 -3.1598
H -0.1215 -3.0096 -3.1046
H 2.2388 -1.6061 -1.6428
H 0.6059 -1.5181 -1.1510
H -0.5046 0.6228 -2.2817
H 0.1409 2.1726 -4.5523
H 2.6807 -1.1975 -4.4806
H 1.9977 1.8958 -6.5333
H 2.4077 0.1596 -6.5387
H 3.4163 1.2960 -5.6166
C -4.4131 1.8188 0.7364
C -4.6944 0.3041 1.0758
N -3.7942 -0.7016 0.4345
C -3.8689 -2.1260 0.6432
C -2.9539 -2.7190 -0.1466
N -2.3978 -1.7490 -1.0207
C -2.9620 -0.5610 -0.6541
C -1.4145 -1.9496 -2.1348
H -3.3945 1.9957 1.0818
H -5.0820 2.4344 1.3377
H -4.4770 2.1290 -0.3065
H -5.6521 -0.0481 0.6927
H -4.7385 0.0352 2.1312
H -4.4176 -2.5816 1.4542
H -2.6630 -3.7519 -0.2694
H -2.8521 0.4532 -1.0087
H -1.9435 -2.5677 -2.8602
H -0.5667 -2.4393 -1.6556
H -1.1335 -0.9585 -2.4909
C -0.1231 3.1600 -1.6715
C 1.3856 3.5720 -2.0008
N 2.2961 2.3804 -2.2299
C 2.3649 1.1638 -1.5356
C 3.3674 0.4020 -2.1236
N 4.0324 1.1538 -3.0382
C 3.3945 2.4136 -3.0485
C 5.1972 0.7665 -3.8368
H -0.5762 2.5554 -2.4571
H -0.5632 4.1556 -1.6155
H -0.2364 2.6330 -0.7241
H 1.8333 4.0718 -1.1418
H 1.4310 4.2040 -2.8877
H 1.7080 1.0346 -0.6882
H 3.7405 -0.5997 -1.9699
H 3.5932 3.2032 -3.7581
H 5.1388 1.2217 -4.8254
H 5.2357 -0.3122 -3.9882
H 6.0968 1.0680 -3.3003
C 2.8149 -0.7726 3.0839
C 1.9455 -1.7724 2.3809
N 2.6355 -2.6455 1.4168
C 2.8891 -3.9876 1.6270
C 3.6122 -4.4324 0.5808
N 3.7469 -3.4395 -0.3919
C 3.0499 -2.3552 0.1269
C 4.4285 -3.5821 -1.6063
H 3.5119 -0.2956 2.3948
H 3.3936 -1.2994 3.8427
H 2.1888 -0.0239 3.5694
H 1.1312 -1.2791 1.8501
H 1.4050 -2.4185 3.0726
H 2.5945 -4.5395 2.5074
H 4.0041 -5.4001 0.3043
H 2.9951 -1.3658 -0.3026
H 4.3712 -4.6152 -1.9492
H 5.4705 -3.3286 -1.4113
H 3.9928 -2.9000 -2.3364
C 1.7030 1.8884 0.7470
C 2.2352 2.5815 2.0509
N 2.8429 3.8916 1.9265
C 2.2121 4.9825 1.4544
C 3.0110 6.0555 1.3203
N 4.3233 5.6086 1.5811
C 4.1928 4.3040 2.0756
C 5.5567 6.3924 1.5641
H 1.5818 2.6969 0.0261
H 0.6960 1.4983 0.8951
H 2.4211 1.2128 0.2824
H 2.9764 1.8780 2.4300
H 1.4536 2.5771 2.8107
H 1.1530 4.9122 1.2548
H 2.6914 7.0366 1.0013
H 4.9579 3.5715 2.2866
H 6.2468 6.0211 0.8066
H 6.1508 6.1999 2.4575
H 5.3228 7.4487 1.4312
C -1.2040 3.2657 0.7231
C -2.6807 3.5479 0.7874
C -3.4240 3.2417 -0.5316
N -3.4721 4.3341 -1.6409
C -3.8604 5.7299 -1.0733
C -2.0705 4.4184 -2.2902
C -2.3118 4.7458 -3.6998
C -3.5951 4.0074 -4.0841
C -4.4368 3.9740 -2.7929
H -0.6599 3.6470 1.5872
H -0.7694 3.9316 -0.0224
H -0.9309 2.2419 0.4674
H -2.8527 4.5709 1.1221
H -3.1766 2.9217 1.5291
H -4.4654 3.0345 -0.2855
H -3.0639 2.3127 -0.9737
H -4.6892 5.6721 -0.3676
H -3.9903 6.4301 -1.8985
H -2.9543 6.0763 -0.5762
H -1.4603 5.1387 -1.7453
H -1.6290 3.4220 -2.3088
H -2.4207 5.8247 -3.8107
H -1.4771 4.4435 -4.3323
H -4.2093 4.3527 -4.9157
H -3.3985 2.9912 -4.4260
H -5.2191 4.7309 -2.8496
H -4.8660 2.9984 -2.5646
C 0.9985 -2.7644 -0.4875
C 0.8106 -4.2753 -0.5403
C -0.3045 -4.7875 0.4184
N -0.6882 -6.3651 0.4205
C -0.7244 -6.9168 -1.0034
C -2.0795 -6.4600 1.0152
C -2.3860 -7.8629 1.5811
C -1.0408 -8.4075 1.6582
C 0.0088 -7.3186 1.3535
H 0.0953 -2.2479 -0.8125
H 1.8429 -2.4856 -1.1179
H 1.3406 -2.2884 0.4314
H 1.7376 -4.7749 -0.2586
H 0.5408 -4.6006 -1.5450
H -1.1715 -4.1984 0.1195
H 0.0398 -4.5643 1.4282
H -0.9145 -7.9900 -1.0167
H 0.2404 -6.7729 -1.4898
H -1.5221 -6.4959 -1.6155
H -2.7874 -6.1017 0.2677
H -2.0523 -5.8214 1.8981
H -2.9463 -8.4095 0.8225
H -2.9236 -7.9477 2.5255
H -1.0838 -9.2454 0.9623
H -0.8698 -8.8273 2.6495
H 1.0232 -7.6363 1.1124
H 0.0608 -6.7610 2.2886
C -2.6983 2.3890 2.8894
C -1.8001 1.4454 1.9886
C -1.1011 0.2323 2.6528
N 0.0687 0.5332 3.5719
C 1.1387 1.2301 2.7331
C 0.6178 -0.7611 4.1145
C 1.3692 -0.3812 5.3385
C 0.8101 0.9531 5.8615
C -0.3041 1.2968 4.8972
H -2.1235 3.0549 3.5331
H -3.4670 1.7471 3.3197
H -3.3480 3.0423 2.3070
H -1.1471 2.0347 1.3449
H -2.4542 0.8267 1.3741
H -0.6965 -0.3455 1.8217
H -1.7578 -0.4110 3.2384
H 1.2774 0.7003 1.7907
H 2.0822 1.3307 3.2696
H 0.7167 2.2086 2.5038
H 1.2750 -1.1372 3.3305
H -0.2642 -1.3951 4.2057
H 2.3446 -0.3625 4.8522
H 1.4278 -1.2004 6.0552
H 1.5144 1.7832 5.9164
H 0.5134 0.9486 6.9103
H -0.5258 2.3458 4.7011
H -1.2583 0.9179 5.2635
N -1.9076 -2.0834 3.2064
S -1.1106 -2.3837 1.9993
O -1.6242 -3.4700 1.1457
O 0.3661 -2.2196 2.1108
F -1.5993 -1.0858 1.1710
S -1.7398 -3.5597 4.0694
O -0.5955 -4.4432 3.8911
O -2.9792 -4.1751 4.4231
F -1.4100 -2.7401 5.4438
C -2.7876 1.0355 -4.0808
C -2.5822 1.3411 -2.6260
O -3.5315 1.5679 -1.9422
O -1.4105 1.3847 -2.1923
H -2.0385 1.5814 -4.6544
H -3.7442 1.2488 -4.5578
H -2.5631 -0.0014 -4.3310
C -0.4077 0.5958 -0.0659
C 0.6246 -0.5450 0.1304
O 1.8198 -0.3226 0.1744
O 0.1764 -1.6915 0.2007
H 0.1025 1.5160 0.2189
H -1.2531 0.4285 0.6015
H -0.6629 0.7889 -1.1078
*
```

The calculation puts the HOMO energy at -16.53 eV. The LUMO energy is -10.650 eV. As for the total energy: -126213.684 eV.

Löwdin atomic charge list, values in e, 5 entries: atom 1 (C): -0.0684, atom 2 (C): -0.3172, atom 3 (N): 0.0205, atom 4 (C): -0.0208, atom 5 (C): 0.0551

No. 2
A cluster of 8 separate species, C58H116Cl4N6O6 in total in a non-equilibrium geometry. Source: the OMol25 dataset; level of theory: ωB97M-V/def2-TZVPD.

Geometry as ORCA input:
```
! RIJCOSX wB97M-V def2-TZVPD def2/J DEFGRID3
* xyz 0 7
C 4.5946 9.4005 3.2240
C 4.9991 8.2722 4.1540
C 5.9028 8.9889 5.1641
C 6.3254 8.1365 6.3518
C 5.0373 7.8605 7.1592
C 4.0591 7.0206 6.2274
N 3.8590 7.7057 4.9105
O 2.8131 7.1727 4.0606
C 4.7172 5.5739 6.2144
C 2.6523 6.9476 6.9292
C 5.8645 7.2212 3.3215
H 4.3556 10.3341 3.7331
H 3.6673 9.2254 2.6786
H 5.2609 9.5090 2.3682
H 6.8550 9.1700 4.6655
H 5.5044 9.9293 5.5450
H 7.0307 8.6873 6.9742
H 7.0116 7.3169 6.1384
H 4.6466 8.8494 7.3990
H 5.4385 7.3418 8.0298
H 3.9839 4.8744 5.8130
H 5.6186 5.6024 5.6022
H 4.8454 5.1288 7.2011
H 1.9609 6.3210 6.3658
H 2.8160 6.7179 7.9821
H 2.1788 7.9272 6.9944
H 6.5822 6.5769 3.8294
H 6.4542 7.7398 2.5657
H 5.3192 6.6105 2.6019
C 10.5060 3.1384 -5.2350
C 11.4882 2.0079 -5.0202
C 10.7200 0.7501 -5.3510
C 11.4545 -0.5458 -5.7736
C 12.5642 -0.2559 -6.7575
C 13.4253 0.9285 -6.3615
N 12.5826 2.0643 -6.0568
O 13.2891 3.4020 -6.0900
C 14.2345 0.4713 -5.0887
C 14.3384 1.0691 -7.6328
C 11.8949 1.8812 -3.5425
H 10.8517 4.1420 -4.9874
H 9.6343 2.9978 -4.5958
H 10.2936 3.1580 -6.3039
H 10.1131 0.5481 -4.4685
H 10.0513 0.9618 -6.1853
H 10.7371 -1.2710 -6.1577
H 11.9768 -0.9443 -4.9038
H 12.1341 -0.2079 -7.7579
H 13.2155 -1.1219 -6.6394
H 14.8183 1.3199 -4.7322
H 13.7244 0.0474 -4.2237
H 14.9285 -0.2946 -5.4350
H 15.1156 0.3049 -7.6313
H 13.7808 1.0479 -8.5692
H 14.9263 1.9794 -7.5150
H 11.0311 2.0032 -2.8889
H 12.5329 2.6147 -3.0496
H 12.3019 0.9177 -3.2356
C -6.3221 -1.8331 -7.4250
C -5.6143 -1.2591 -8.6254
C -5.4579 0.2249 -8.3125
C -4.2624 0.5739 -7.3366
C -2.9881 -0.0708 -7.7964
C -3.0430 -1.5532 -8.2061
N -4.2655 -1.8897 -8.8894
O -4.3282 -3.2393 -9.4811
C -1.7029 -1.8949 -8.9661
C -2.9226 -2.1972 -6.7959
C -6.6716 -1.4948 -9.7954
H -6.5090 -2.8996 -7.5506
H -7.1704 -1.1893 -7.1924
H -5.7895 -1.8697 -6.4747
H -5.3680 0.7572 -9.2595
H -6.2037 0.6800 -7.6607
H -4.3894 0.3272 -6.2825
H -4.0694 1.6462 -7.3057
H -2.1747 0.0735 -7.0853
H -2.5704 0.4917 -8.6315
H -1.6187 -1.3390 -9.8998
H -0.8511 -1.6749 -8.3225
H -1.6162 -2.9703 -9.1216
H -3.0699 -3.2698 -6.9224
H -1.9025 -2.1222 -6.4191
H -3.6905 -1.9483 -6.0635
H -6.2748 -1.1858 -10.7624
H -7.5196 -0.8293 -9.6334
H -7.0309 -2.5219 -9.7311
C -6.6856 3.9993 1.7666
C -7.5195 5.2123 1.7624
C -7.1093 6.1739 0.5261
C -7.4706 5.6056 -0.8811
C -9.0312 5.3372 -0.8422
C -9.6173 4.5132 0.3233
N -8.9699 4.9960 1.6146
O -9.6892 4.4227 2.7235
C -11.1754 4.6091 0.2778
C -9.4234 3.0111 -0.1309
C -7.0891 5.9856 2.9529
H -6.9217 3.2907 0.9727
H -6.9854 3.3756 2.6089
H -5.6241 4.2034 1.9067
H -7.3974 7.2251 0.5251
H -6.0196 6.1926 0.5443
H -6.8833 4.6902 -0.9521
H -7.1872 6.2247 -1.7323
H -9.2233 4.7159 -1.7170
H -9.5010 6.3148 -0.9498
H -11.6764 3.8978 0.9344
H -11.4877 5.5163 0.7951
H -11.5808 4.4485 -0.7211
H -9.6257 2.4058 0.7527
H -10.1624 2.7202 -0.8775
H -8.4298 2.7282 -0.4785
H -6.0214 6.1902 2.8733
H -7.4029 5.4849 3.8689
H -7.5504 6.9672 3.0615
C 0.5146 -7.8338 -2.0003
C 0.8174 -9.1589 -2.7415
C -0.5622 -9.8660 -2.8317
C -0.6107 -11.1706 -3.7525
C -0.1188 -10.7178 -5.1215
C 1.2542 -10.0306 -5.1937
N 1.2482 -8.9406 -4.1935
O 2.3626 -8.0240 -4.3337
C 2.4002 -10.9937 -4.9775
C 1.4725 -9.4520 -6.6548
C 1.7242 -10.1412 -1.9741
H -0.2482 -7.3522 -2.6121
H 1.3227 -7.1428 -1.7602
H 0.1046 -7.8968 -0.9924
H -1.0309 -10.0917 -1.8738
H -1.4186 -9.2745 -3.1554
H -1.6291 -11.5110 -3.9403
H -0.1659 -12.0763 -3.3404
H -0.8011 -10.0167 -5.6022
H 0.0778 -11.4938 -5.8614
H 3.3496 -10.6576 -4.5606
H 2.1965 -11.7415 -4.2110
H 2.6166 -11.5695 -5.8774
H 2.5334 -9.3223 -6.8686
H 0.8914 -9.9957 -7.3997
H 0.8824 -8.5370 -6.7058
H 2.7326 -9.7596 -1.8140
H 1.8535 -11.1731 -2.3003
H 1.2554 -10.1650 -0.9903
C -4.0773 -1.3362 13.4021
C -4.7432 -1.8614 12.1221
C -5.8023 -0.9488 11.5699
C -5.2213 0.3362 10.9190
C -4.2439 -0.0825 9.7833
C -3.2135 -1.1226 10.2114
N -3.7777 -2.1901 11.0648
O -2.6842 -3.1530 11.3853
C -2.7165 -1.6445 8.7522
C -2.0724 -0.3077 10.8630
C -5.5265 -3.1984 12.5522
H -3.3262 -0.5800 13.1744
H -3.5892 -2.0785 14.0337
H -4.8314 -0.7835 13.9625
H -6.5957 -1.4907 11.0552
H -6.3002 -0.4639 12.4097
H -4.8488 1.0774 11.6261
H -5.9915 0.9296 10.4262
H -3.7549 0.8104 9.3936
H -4.9117 -0.4442 9.0014
H -3.4829 -2.2638 8.2861
H -2.6162 -0.8764 7.9854
H -1.8099 -2.2493 8.7729
H -1.3037 -0.8120 11.4485
H -1.4829 0.1604 10.0746
H -2.3888 0.4788 11.5482
H -5.9074 -3.7749 11.7092
H -6.3638 -2.9473 13.2034
H -4.8788 -3.9050 13.0711
Cl -7.9793 -5.4978 3.6484
C -7.1394 -6.1351 2.2014
C -7.0003 -5.0557 1.1346
Cl -5.6663 -3.8824 1.5509
H -7.7506 -6.9534 1.8206
H -6.1877 -6.6092 2.4416
H -7.9468 -4.5388 0.9770
H -6.6370 -5.4845 0.2006
Cl 3.7746 -0.7923 0.8919
C 3.1986 0.2672 -0.3401
C 1.6890 0.6024 -0.1256
Cl 1.1096 1.8322 -1.2598
H 3.3363 -0.1594 -1.3337
H 3.8069 1.1682 -0.2604
H 1.5439 1.1398 0.8116
H 1.1253 -0.3302 -0.1002
*
```

The calculation puts the HOMO energy (alpha / beta) at -8.74 / -9.59 eV. The LUMO energy (alpha / beta) is 0.356 / -0.346 eV. As for the total energy: -133322.988 eV.

Löwdin atomic charge list, values in e, 5 entries: atom 1 (C): -0.0504, atom 2 (C): -0.4695, atom 3 (C): -0.1625, atom 4 (C): -0.2088, atom 5 (C): -0.1276